*1*
Here is a cluster of 2 separate species, C3H6O2PS in total from OMol25. Energies are from the ωB97M-V functional and the def2-TZVPD basis.

Geometry (Å):
1 C -0.29519 0.32400 -1.09246
2 C -0.80522 0.02683 0.10131
3 C -0.80198 0.06993 -2.50674
4 O 0.18000 0.29793 3.67200
5 O 1.54108 -1.24415 2.17550
6 P 0.80764 0.31138 2.33938
7 S 1.95171 1.87139 1.80406
8 H 0.84252 0.56049 -1.01526
9 H -1.78342 -0.47603 0.25894
10 H -0.74199 0.86460 -3.30863
11 H -1.82364 -0.19922 -2.38877
12 H -0.31368 -0.66161 -2.99447
13 H 1.24217 -1.74555 2.95513

**Spin multiplicity**: 1
**Gap between HOMO and LUMO (alpha / beta)**: 7.45 / 7.45 eV
**Total charge**: -1
**LUMO level (alpha / beta)**: 0.1294 / 0.1294 Ha

---

*2*
Here is the ion C3H6O2PS with charge -1 from OMol25. Energies are from the ωB97M-V functional and the def2-TZVPD basis.

Geometry (Å):
1 C 0.10924 0.20873 -0.74407
2 C -0.29938 -0.66968 0.13971
3 C -0.12607 0.03740 -2.21943
4 O -0.06007 -1.48632 2.76088
5 O 1.43903 0.34666 1.82978
6 P -0.13532 -0.29416 1.91751
7 S -1.39047 1.12531 2.37583
8 H 0.53227 1.01996 -0.26394
9 H -0.96166 -1.53614 0.06289
10 H 0.18098 0.98615 -2.70613
11 H -1.15936 -0.14667 -2.26574
12 H 0.56754 -0.82405 -2.68855
13 H 1.30326 1.23281 1.80125

**Spin multiplicity**: 1
**Gap between HOMO and LUMO**: 7.61 eV
**Total charge**: -1
**LUMO level**: 0.1340 Ha

---

In terms of stability, *2* leads; the second structure lies 229.8 kJ/mol higher.

---

*1*
Here is a cluster of 9 separate species, C9H36N18O9 in total from OMol25. Energies are from the ωB97M-V functional and the def2-TZVPD basis.

Geometry (Å):
1 C 2.78558 -1.84280 -4.85958
2 O 3.06622 -1.13679 -5.83471
3 N 3.17251 -3.13590 -4.78063
4 N 2.10814 -1.33308 -3.79518
5 H 2.82539 -3.77084 -4.06844
6 H 3.74087 -3.48161 -5.52911
7 H 1.69089 -0.43315 -3.89673
8 H 2.10789 -2.02019 -3.05705
9 C 0.31082 0.26769 0.37591
10 O -0.64443 0.20534 -0.39457
11 N 1.19489 -0.74112 0.55775
12 N 0.58647 1.34930 1.19064
13 H 1.97360 -0.65070 1.18070
14 H 1.05277 -1.51428 -0.07819
15 H 1.00854 1.19695 2.09243
16 H -0.03638 2.13621 1.16584
17 C 0.05964 6.13527 2.79421
18 O 1.16648 6.44587 2.38382
19 N -0.24543 4.83581 3.03095
20 N -0.92797 7.02954 3.11196
21 H 0.51230 4.17441 3.01806
22 H -1.10135 4.48901 3.42351
23 H -1.67490 6.68954 3.69417
24 H -0.67150 7.97954 3.31546
25 C -0.67194 -2.02518 -5.70725
26 O -0.91754 -3.20803 -5.86913
27 N -0.99108 -1.32030 -4.57303
28 N -0.27434 -1.18529 -6.70303
29 H -0.90046 -0.32836 -4.47817
30 H -1.38930 -1.81956 -3.80193
31 H -0.23107 -1.47054 -7.66154
32 H -0.15318 -0.21331 -6.49409
33 C -2.05719 4.36560 -0.68561
34 O -2.85958 5.20034 -1.06443
35 N -2.15283 3.03572 -1.01678
36 N -0.90792 4.71428 -0.03461
37 H -2.73480 2.84607 -1.81230
38 H -1.49931 2.33122 -0.71889
39 H -0.70900 5.68717 0.10423
40 H -0.28718 4.00176 0.29037
41 C 2.17911 -2.61195 3.32814
42 O 3.06955 -3.41782 3.48871
43 N 0.87554 -3.00302 3.18222
44 N 2.32355 -1.24580 3.46989
45 H 0.06655 -2.41015 3.16702
46 H 0.68529 -3.98557 3.25988
47 H 3.18499 -0.73296 3.44829
48 H 1.48461 -0.70556 3.34751
49 C 0.77462 -4.20042 -2.05638
50 O 1.91088 -4.36710 -2.51089
51 N -0.35435 -4.22123 -2.80147
52 N 0.59556 -3.76483 -0.75528
53 H -0.27310 -4.19879 -3.80815
54 H -1.20260 -3.89463 -2.37294
55 H 1.27130 -4.15852 -0.11911
56 H -0.37063 -3.72174 -0.42709
57 C 0.84830 1.98172 5.49990
58 O 0.76909 2.16125 4.29417
59 N 1.05703 3.02520 6.38036
60 N 0.38184 0.85870 6.12703
61 H 1.45490 3.81110 5.88028
62 H 1.57588 2.81436 7.22143
63 H 0.33321 0.77508 7.12504
64 H -0.13403 0.17882 5.59987
65 C -3.11878 -2.53144 -0.37385
66 O -2.12279 -3.09714 0.10036
67 N -4.27819 -3.19370 -0.61401
68 N -3.01368 -1.25176 -0.79072
69 H -5.06284 -2.67676 -0.96172
70 H -4.26680 -4.18351 -0.46108
71 H -2.12054 -0.78767 -0.68730
72 H -3.84785 -0.72980 -0.99513

**Spin multiplicity**: 1
**Gap between HOMO and LUMO**: 8.59 eV
**LUMO level**: -0.0102 Ha

---

*2*
Here is a cluster of 9 separate species, C9H36N18O9 in total from OMol25. Energies are from the ωB97M-V functional and the def2-TZVPD basis.

Geometry (Å):
1 C 4.70246 -1.07929 -1.83196
2 O 4.19842 -0.48604 -0.87722
3 N 4.01276 -1.98229 -2.54024
4 N 6.00809 -0.89359 -2.22751
5 H 3.22021 -2.37557 -2.03804
6 H 4.42854 -2.60319 -3.21026
7 H 6.22591 -1.11661 -3.17935
8 H 6.58320 -0.33962 -1.62101
9 C 0.67505 -0.91708 -1.22748
10 O 1.19718 -2.05873 -1.20297
11 N -0.64166 -0.74072 -1.13184
12 N 1.43762 0.18517 -1.42192
13 H -1.20051 -1.57299 -1.09096
14 H -1.00381 0.17825 -0.92458
15 H 2.43957 0.08838 -1.36073
16 H 0.91279 1.03948 -1.52884
17 C -0.28387 2.48270 2.60477
18 O 0.54164 1.89907 1.89732
19 N 0.16022 3.04177 3.75742
20 N -1.58706 2.56254 2.29767
21 H -0.40394 3.44374 4.48425
22 H 1.14757 2.97993 3.92610
23 H -2.00100 2.12934 1.47484
24 H -2.27651 3.09486 2.80035
25 C -3.19524 -2.48133 1.74650
26 O -2.92070 -1.41620 1.14380
27 N -3.13498 -3.68564 1.17020
28 N -3.73240 -2.45088 2.97566
29 H -2.86781 -3.72566 0.20282
30 H -3.70762 -4.44321 1.49358
31 H -3.86623 -1.56086 3.41923
32 H -3.76742 -3.28126 3.53950
33 C -0.95204 3.08752 -2.49306
34 O -0.32091 2.45550 -1.65129
35 N -2.29507 2.96964 -2.50649
36 N -0.46409 3.92002 -3.48391
37 H -2.70672 2.33447 -1.82585
38 H -2.90094 3.54218 -3.06398
39 H -1.12343 4.17087 -4.19090
40 H 0.51709 4.12042 -3.51090
41 C -4.28132 1.59274 0.03465
42 O -3.05742 1.76913 0.00605
43 N -5.10959 2.60428 -0.39848
44 N -4.88966 0.41864 0.32634
45 H -4.64946 3.48232 -0.55525
46 H -6.09507 2.45970 -0.50510
47 H -4.26516 -0.25011 0.80134
48 H -5.85812 0.57267 0.54737
49 C 0.28481 -1.81043 3.45075
50 O 0.23058 -2.93913 2.93699
51 N 0.02296 -0.73845 2.70093
52 N 0.70624 -1.53117 4.73649
53 H -0.43180 -0.97220 1.83233
54 H -0.06352 0.22754 2.97456
55 H 0.93632 -0.55950 4.83257
56 H 1.09311 -2.27429 5.28451
57 C 4.12270 3.85322 -0.54976
58 O 4.09460 4.49487 0.50005
59 N 3.07051 3.16628 -1.03694
60 N 5.13768 4.02885 -1.47196
61 H 2.31862 3.00192 -0.38732
62 H 3.07561 2.89616 -1.99774
63 H 4.97296 3.58668 -2.35561
64 H 5.95014 4.59777 -1.35575
65 C 0.21962 -5.70335 -1.46611
66 O 0.34748 -6.61334 -2.29910
67 N -0.32252 -4.49545 -1.81536
68 N 0.68234 -5.74907 -0.20718
69 H 0.09319 -3.71240 -1.31220
70 H -0.81520 -4.35247 -2.67213
71 H 0.76917 -4.92808 0.37138
72 H 0.65588 -6.63842 0.25692

**Spin multiplicity**: 1
**Gap between HOMO and LUMO**: 8.70 eV
**LUMO level**: 0.0055 Ha

---

In terms of stability, *1* leads; the second structure lies 31.2 kJ/mol higher.